(1)
# C35H32F3IO5

4 unconnected molecules or ions with the total composition C35H32F3IO5 in a non-equilibrium geometry (wB97M-V/def2-TZVPD, the OMol25 dataset).

Output
orbital gap = 6.568 eV
SMILES = CCOc1ccc2c(c1C[C@H](C)O)C(=O)C=C(CC(=O)I)C2=O.Fc1ccccc1.Fc1ccccc1.Fc1ccccc1
calculated total energy = -2325.792285 a.u.
HOMO level = -8.66 eV

ORCA input file:
```
! wB97M-V def2-TZVPD RIJCOSX def2/J DEFGRID3
* xyz 0 1
C -4.72 -0.08 -2.92
C -4.05 -1.32 -3.76
O -2.65 -1.12 -4.17
C -1.81 -0.62 -3.07
C -1.88 -1.37 -1.58
C -1.00 -0.83 -0.29
C 0.00 0.47 -0.50
C 0.12 1.21 -2.00
C -0.79 0.70 -3.27
C -0.75 1.36 -4.76
C -1.40 2.86 -4.88
C -2.55 3.22 -3.77
O -2.09 2.90 -6.22
C 1.18 2.46 -2.10
O 1.21 3.38 -3.09
C 2.29 2.64 -0.90
C 2.20 2.00 0.47
C 3.41 2.38 1.52
C 3.48 1.43 2.85
O 2.67 1.48 3.91
I 5.13 -0.07 2.97
C 0.90 1.04 0.78
O 0.45 0.70 2.00
H -5.88 0.04 -3.14
H -4.61 -0.33 -1.76
H -4.14 0.92 -3.10
H -4.69 -1.60 -4.72
H -4.12 -2.28 -3.05
H -2.60 -2.29 -1.45
H -1.03 -1.33 0.78
H 0.38 1.43 -5.14
H -1.30 0.66 -5.52
H -0.60 3.73 -4.93
H -2.70 4.40 -3.82
H -2.26 2.99 -2.66
H -3.59 2.76 -4.11
H -2.64 3.74 -6.17
H 3.21 3.35 -1.12
H 3.27 3.49 1.86
H 4.47 2.33 0.97
F -4.78 -4.05 -3.41
C -3.96 -5.10 -3.40
C -2.65 -4.95 -3.84
C -1.79 -6.05 -3.83
C -2.26 -7.30 -3.40
C -3.58 -7.44 -2.96
C -4.43 -6.34 -2.96
H -2.31 -3.98 -4.18
H -0.76 -5.94 -4.16
H -1.59 -8.15 -3.39
H -3.94 -8.41 -2.63
H -5.46 -6.43 -2.62
F -2.96 -1.31 2.20
C -3.28 -0.55 3.25
C -4.45 -0.81 3.95
C -4.78 -0.01 5.05
C -3.95 1.04 5.42
C -2.78 1.30 4.70
C -2.44 0.50 3.62
H -5.09 -1.63 3.65
H -5.69 -0.22 5.61
H -4.21 1.67 6.28
H -2.13 2.13 4.99
H -1.53 0.68 3.05
F 8.46 -0.06 4.21
C 8.83 0.98 4.97
C 7.87 1.92 5.35
C 8.24 3.00 6.14
C 9.58 3.14 6.54
C 10.53 2.20 6.15
C 10.15 1.11 5.36
H 6.84 1.79 5.03
H 7.50 3.73 6.45
H 9.87 3.99 7.16
H 11.57 2.32 6.45
H 10.88 0.37 5.06
*
```

Mulliken atomic charge list, values in e, 2 entries:
1. C -0.6319
2. C -0.0672

=====

(2)
# C35H32F4N4O4PPbS3

A molecular structure, C35H32F4N4O4PPbS3 (wB97M-V/def2-TZVPD, the OMol25 dataset).

Output
orbital gap = 6.042 eV
calculated total energy = -4001.262619 a.u.
HOMO level = -4.09 eV

ORCA input file:
```
! wB97M-V def2-TZVPD RIJCOSX def2/J DEFGRID3
* xyz -1 1
Pb 0.23 -0.60 0.53
S -2.53 -1.32 -3.64
C -2.42 -0.45 -2.15
S -0.85 -1.16 -2.07
S -3.35 0.53 -1.28
C 3.13 4.46 -5.79
C 2.41 3.18 -6.23
C 2.97 2.62 -7.53
C 4.38 2.06 -7.31
C 4.36 1.06 -6.19
C 5.28 0.03 -6.14
C 5.23 -0.90 -5.11
F 6.15 -1.89 -5.10
C 4.27 -0.84 -4.14
C 3.33 0.19 -4.16
C 2.30 0.24 -3.09
O 2.14 -0.73 -2.35
C 1.54 1.46 -3.06
C 1.62 2.31 -4.11
N 2.45 2.17 -5.18
C 3.38 1.15 -5.18
C 0.62 1.92 -1.90
O -0.32 2.64 -2.23
O 0.97 1.58 -0.74
H 3.10 5.20 -6.59
H 4.17 4.25 -5.54
H 2.65 4.88 -4.91
H 1.35 3.43 -6.39
H 2.98 3.40 -8.29
H 2.33 1.81 -7.88
H 5.07 2.88 -7.07
H 4.75 1.59 -8.22
H 6.05 -0.05 -6.89
H 4.23 -1.57 -3.34
H 0.97 3.18 -4.12
F 3.97 1.65 5.29
C 3.24 1.14 4.26
C 2.99 1.95 3.17
C 2.24 1.43 2.11
C 1.75 0.12 2.15
C 2.04 -0.66 3.27
C 2.78 -0.15 4.33
H 3.37 2.97 3.15
H 2.02 2.04 1.25
H 1.68 -1.68 3.32
H 3.00 -0.75 5.21
N -1.29 4.90 9.61
C -1.29 4.49 8.53
C -1.31 4.00 7.19
C -2.25 4.48 6.28
C -2.26 4.02 4.98
C -1.33 3.07 4.57
C -0.39 2.58 5.47
C -0.38 3.04 6.78
N -1.33 2.60 3.25
C -1.52 3.35 2.09
C -1.32 2.50 1.05
N -1.03 1.25 1.55
C -1.04 1.34 2.85
H -2.98 5.21 6.61
H -3.01 4.37 4.28
H 0.35 1.86 5.14
H 0.36 2.67 7.48
H -1.73 4.40 2.13
H -1.32 2.68 -0.01
H -0.88 0.52 3.53
C 4.09 -1.65 0.57
P 3.03 -3.12 0.43
C 3.39 -3.85 -1.19
C 3.71 -4.28 1.67
O 1.57 -2.92 0.64
H 5.10 -1.89 0.25
H 4.09 -1.31 1.60
H 3.65 -0.89 -0.06
H 4.45 -4.08 -1.32
H 3.07 -3.11 -1.93
H 2.79 -4.75 -1.30
H 4.79 -4.39 1.57
H 3.22 -5.25 1.55
H 3.46 -3.88 2.65
F -2.47 -1.58 2.23
C -1.13 -1.94 2.10
F -0.65 -1.95 3.43
H -1.12 -2.99 1.78
*
```

natural (NBO) atomic charge list, values in e, 2 entries:
1. Pb 1.2430
2. S -0.0343

=====

(3)
# C35H32IN10NaO4

A molecular structure, C35H32IN10NaO4 (wB97M-V/def2-TZVPD, the OMol25 dataset).

Output
orbital gap = 4.285 eV
calculated total energy = -2661.522188 a.u.
energy relative to the best compared isomer or geometry (same formula, charge and spin) = 2.017 eV
HOMO level = -1.00 eV

ORCA input file:
```
! wB97M-V def2-TZVPD RIJCOSX def2/J DEFGRID3
* xyz -2 1
Na 0.39 -0.48 -0.65
C 4.93 1.96 -1.21
C 3.71 1.27 -1.04
N 2.61 1.85 -0.63
C 2.62 3.17 -0.34
C 3.79 3.95 -0.50
C 4.96 3.30 -0.94
C 3.77 5.34 -0.21
C 2.60 5.91 0.22
C 1.43 5.15 0.41
C 1.39 3.78 0.14
N 0.29 3.00 0.22
C -0.65 3.09 1.14
C -0.58 3.78 2.37
C -1.59 3.70 3.33
C -2.74 2.96 3.14
C -2.88 2.25 1.92
C -4.02 1.46 1.64
C -4.09 0.75 0.48
C -3.00 0.83 -0.42
N -1.94 1.56 -0.20
C -1.87 2.30 0.93
H 5.80 1.43 -1.56
H 3.63 0.21 -1.28
H 5.87 3.87 -1.06
H 4.67 5.93 -0.34
H 2.57 6.97 0.42
H 0.53 5.65 0.72
H 0.31 4.35 2.60
H -1.47 4.24 4.27
H -3.53 2.91 3.88
H -4.81 1.40 2.38
H -4.93 0.10 0.25
H -3.00 0.24 -1.33
C 2.30 -4.12 1.03
N 2.03 -3.42 2.27
C 3.02 -3.72 3.30
C 1.78 -2.02 2.09
N 2.02 -1.32 1.09
N 1.14 -1.51 3.22
C 0.53 -0.26 3.27
N -0.18 -0.13 4.50
N 0.57 0.58 2.33
H 2.27 -5.19 1.23
H 3.29 -3.88 0.61
H 1.55 -3.87 0.29
H 3.00 -4.79 3.51
H 2.79 -3.18 4.22
H 4.04 -3.45 2.98
H 2.47 -1.83 0.33
H 0.60 -2.22 3.70
H 0.41 -0.31 5.30
H -0.59 0.80 4.57
H 0.12 1.46 2.56
O 2.24 -2.33 -1.74
N 1.81 -2.35 -2.92
N 1.31 -1.23 -3.34
O 1.23 -0.14 -2.63
C 0.78 -1.23 -4.66
C 0.13 -0.09 -5.09
C -0.37 -0.02 -6.38
C -0.23 -1.09 -7.25
C 0.41 -2.24 -6.81
C 0.91 -2.32 -5.52
H 0.03 0.73 -4.38
H -0.89 0.88 -6.70
H -0.62 -1.03 -8.26
H 0.51 -3.09 -7.47
H 1.40 -3.22 -5.17
I -7.74 -3.55 1.51
C -5.76 -3.08 0.98
C -5.42 -3.02 -0.37
C -4.11 -2.70 -0.71
C -3.16 -2.45 0.27
C -3.53 -2.52 1.61
C -4.83 -2.83 1.97
C -1.73 -2.06 -0.11
O -1.52 -1.85 -1.32
O -0.92 -1.96 0.83
H -6.16 -3.22 -1.13
H -3.80 -2.63 -1.74
H -2.77 -2.30 2.35
H -5.12 -2.87 3.02
*
```

Mulliken atomic charge list, values in e, 2 entries:
1. Na 0.4668
2. C -0.9321

=====

(4)
# C35H32N4OsP2Se2

A molecular structure, C35H32N4OsP2Se2 in a non-equilibrium geometry (wB97M-V/def2-TZVPD, the OMol25 dataset).

Output
orbital gap (spin up / spin down) = 7.631 / 6.176 eV
calculated total energy = -7147.629513 a.u.
HOMO level (spin up / spin down) = -12.92 / -14.05 eV

ORCA input file:
```
! wB97M-V def2-TZVPD RIJCOSX def2/J DEFGRID3
* xyz 2 5
Os -1.19 -0.43 3.10
C -3.28 -2.16 4.57
N -2.21 -1.15 4.85
C -2.85 0.07 5.45
C -1.21 -1.73 5.79
C -0.02 -2.23 5.02
C 0.84 -3.19 5.52
C 1.96 -3.56 4.78
C 2.23 -2.97 3.55
C 1.38 -2.00 3.05
C 0.25 -1.62 3.78
H -3.84 -2.36 5.49
H -2.82 -3.07 4.21
H -3.96 -1.77 3.82
H -3.35 -0.19 6.38
H -3.60 0.46 4.76
H -2.09 0.82 5.65
H -1.68 -2.52 6.38
H -0.90 -0.95 6.48
H 0.64 -3.66 6.48
H 2.62 -4.32 5.17
H 3.11 -3.25 2.99
H 1.60 -1.52 2.10
Se 2.44 -0.61 -2.50
P 1.74 1.35 -1.77
C 3.24 2.27 -1.61
C 3.61 3.10 -2.68
C 4.83 3.75 -2.65
C 5.69 3.55 -1.58
C 5.34 2.70 -0.53
C 4.13 2.05 -0.54
C 0.70 2.20 -2.93
C 0.35 3.52 -2.62
C -0.42 4.24 -3.51
C -0.85 3.66 -4.69
C -0.52 2.34 -4.99
C 0.27 1.61 -4.11
C 0.95 1.12 -0.17
C -0.10 0.33 0.26
N -0.11 0.48 1.61
N 0.90 1.30 1.99
N 1.52 1.70 0.92
P -1.37 -0.72 -0.45
Se -2.73 -1.26 1.17
C -0.57 -2.13 -1.18
C -0.14 -3.18 -0.37
C 0.56 -4.24 -0.93
C 0.82 -4.27 -2.30
C 0.38 -3.24 -3.11
C -0.31 -2.16 -2.56
C -2.29 0.16 -1.70
C -2.45 1.54 -1.57
C -3.34 2.19 -2.40
C -4.06 1.48 -3.36
C -3.90 0.11 -3.48
C -3.02 -0.57 -2.65
H 2.94 3.25 -3.52
H 5.11 4.41 -3.46
H 6.65 4.06 -1.56
H 6.02 2.56 0.30
H 3.86 1.39 0.28
H 0.70 3.98 -1.70
H -0.68 5.27 -3.28
H -1.45 4.23 -5.39
H -0.85 1.90 -5.93
H 0.58 0.61 -4.38
H -0.37 -3.18 0.69
H 0.89 -5.06 -0.30
H 1.35 -5.11 -2.73
H 0.55 -3.27 -4.18
H -0.69 -1.37 -3.20
H -1.90 2.09 -0.81
H -3.48 3.26 -2.30
H -4.76 2.00 -4.00
H -4.47 -0.44 -4.22
H -2.92 -1.64 -2.72
*
```

Mulliken atomic charge list, values in e, 2 entries:
1. Os 0.4994
2. C -1.2122